C32H23Br2N9O4S2Sc | the ωB97M-V functional and the def2-TZVPD basis

XYZ file:
```
73
C32H23Br2N9O4S2Sc the ωB97M-V functional and the def2-TZVPD basis
Sc 0.17459 -0.43834 -0.34443
O 5.12586 2.91476 -0.88407
C 5.55662 1.68768 -0.67649
O 6.72398 1.40004 -0.63621
C 4.52726 0.62403 -0.46330
C 4.85217 -0.67983 -0.15175
N 3.70055 -1.35413 -0.01410
N 2.63551 -0.58080 -0.21913
C 3.11826 0.62372 -0.50756
C 2.11883 1.67543 -0.88536
O 2.44320 2.84481 -0.99664
O 0.93146 1.20262 -1.08470
H 4.14371 2.99324 -0.86642
H 5.82427 -1.12682 -0.02569
H 3.57898 -2.33604 0.18966
Br -1.90686 5.70912 2.28018
C -1.56409 3.96510 1.67000
C -1.99832 3.55121 0.42100
C -1.68955 2.26654 0.02033
N -1.00768 1.40319 0.77151
C -0.61738 1.80165 1.98438
C -0.86224 3.07787 2.46928
C 0.14224 0.81796 2.78524
C 0.09865 0.83778 4.17179
C 0.87879 -0.07123 4.86483
Br 0.83518 -0.12044 6.74563
C 1.68756 -0.94596 4.15931
C 1.63540 -0.91049 2.77921
N 0.86870 -0.06657 2.08891
H -2.54640 4.21945 -0.22687
H -1.99877 1.90968 -0.95453
H -0.49290 3.38675 3.43622
H -0.54350 1.52647 4.70143
H 2.32791 -1.65075 4.66912
H 2.22553 -1.60892 2.20664
N -3.98605 -2.11196 -1.12390
C -4.57413 -2.63476 0.05031
C -5.64432 -3.50530 -0.05320
C -6.24335 -4.01560 1.09210
C -5.76821 -3.65840 2.33986
C -4.68360 -2.79451 2.44573
C -4.09340 -2.28656 1.30555
S -2.72235 -1.16306 1.45820
N -2.16124 -1.02622 -0.13307
C -2.82278 -1.42298 -1.15814
C -2.26193 -1.03276 -2.47983
C -2.83514 -1.37254 -3.69594
C -2.28464 -0.86546 -4.86437
C -1.18635 -0.02946 -4.78138
C -0.65746 0.23595 -3.52720
N -1.16903 -0.26162 -2.40676
H -4.40943 -2.39951 -1.98641
H -6.01294 -3.78859 -1.03285
H -7.07972 -4.69404 0.99696
H -6.23184 -4.04994 3.23469
H -4.30175 -2.50695 3.41773
H -3.69715 -2.02095 -3.75944
H -2.71791 -1.11475 -5.82348
H -0.74255 0.40717 -5.66454
H 0.20529 0.88065 -3.40589
C 3.56016 -5.43405 -2.27341
C 2.60622 -4.29090 -2.14896
C 2.35763 -3.40946 -3.20954
C 1.52664 -2.34580 -2.95436
N 0.92418 -2.16113 -1.77699
C 1.14160 -3.11452 -0.82884
S 0.29607 -2.89964 0.64342
N 1.99480 -4.13310 -0.97862
H 3.14620 -6.20024 -2.93188
H 3.73616 -5.86879 -1.29359
H 4.50335 -5.10686 -2.71266
H 2.82188 -3.53966 -4.17610
H 1.32948 -1.59837 -3.71602
```

Computed properties:
* energy above the lowest of the compared OMol25 structures with the same formula, charge and spin: 4.0 kcal per mole
* LUMO level: -3.33 eV
* E_tot: -8732.2416 Ha
* frontier orbital gap: 7.04 eV
* max |F|: 0.03541 Eh/bohr
* net charge: +1

Mulliken atomic charges, in units of e:
1 Sc -0.5174
2 O -0.5234
3 C 0.3631
4 O -0.5850
5 C 0.1879
6 C -0.3598
7 N -0.4662
8 N 0.8627
9 C -0.4154
10 C 1.0430
11 O -0.8798
12 O -0.2431
13 H 0.4180
14 H 0.5594
15 H 0.2070
16 Br -0.1213
17 C -0.2837
18 C -0.9377
19 C -0.3549
20 N 0.8373
21 C 0.3949
22 C -0.8153
23 C 0.7282
24 C -0.9830
25 C -0.1844
26 Br -0.1221
27 C -1.0631
28 C -0.2401
29 N 0.7926
30 H 0.4860
31 H 0.3891
32 H 0.6169
33 H 0.5618
34 H 0.4643
35 H 0.3886
36 N -0.0069
37 C -0.2535
38 C -0.7383
39 C -0.5997
40 C -0.7592
41 C -0.6172
42 C 1.0328
43 S -0.1651
44 N 0.0163
45 C 0.4636
46 C 0.8827
47 C -0.9549
48 C -0.7422
49 C -0.8448
50 C -0.6312
51 N 1.0835
52 H 0.0297
53 H 0.3931
54 H 0.3985
55 H 0.3982
56 H 0.4455
57 H 0.4423
58 H 0.4575
59 H 0.5017
60 H 0.5273
61 C -1.2717
62 C 1.0307
63 C -1.3590
64 C 0.1414
65 N 0.6115
66 C -0.0191
67 S -0.4351
68 N -0.5375
69 H 0.3179
70 H 0.3498
71 H 0.3650
72 H 0.4202
73 H 0.4215

C32H23ClN4O4ReS2 | the ωB97M-V functional and the def2-TZVPD basis

XYZ file:
```
67
C32H23ClN4O4ReS2 the ωB97M-V functional and the def2-TZVPD basis
Re -0.03981 -0.02463 -0.50514
O 1.76619 0.59602 -1.06968
C 2.74125 -0.17883 -1.51768
C 4.05664 0.28318 -1.36247
C 5.11897 -0.43570 -1.85882
C 4.91886 -1.64178 -2.53947
C 3.64054 -2.11430 -2.68963
C 2.52981 -1.41469 -2.17687
C 1.24461 -2.03740 -2.33904
N 0.14979 -1.62125 -1.79701
N -0.99213 -2.39423 -2.00269
C -1.95653 -1.97050 -1.24073
O -1.85284 -0.94050 -0.44227
C -3.25822 -2.67304 -1.27295
C -3.44519 -3.78482 -2.09174
C -4.66910 -4.43238 -2.10890
C -5.70998 -3.97672 -1.30931
C -5.52405 -2.87117 -0.49230
C -4.30109 -2.21835 -0.47283
H 4.19900 1.20789 -0.81926
H 6.12616 -0.06419 -1.71618
H 5.75976 -2.19642 -2.93213
H 3.46387 -3.05393 -3.20059
H 1.18002 -2.95028 -2.92583
H -2.62555 -4.13168 -2.70481
H -4.81205 -5.29664 -2.74433
H -6.66497 -4.48616 -1.32241
H -6.33246 -2.51670 0.13376
H -4.14135 -1.35811 0.16225
Cl -0.39233 -0.30645 6.70537
C -0.06819 -0.50668 5.00476
C 0.26614 -1.75495 4.51147
C 0.52193 -1.89407 3.16448
C 0.45778 -0.80365 2.29171
O 0.68805 -1.05203 0.99783
C 0.16364 0.46089 2.80470
C 0.24095 1.74467 1.98956
N -0.28120 1.62681 0.66257
C -0.61306 2.78389 -0.00530
C -0.64312 4.07508 0.49325
C -1.04548 5.15349 -0.31936
C -1.41496 4.98987 -1.62521
C -1.37461 3.69319 -2.18754
C -1.71181 3.40116 -3.52644
C -1.62596 2.11744 -3.99599
C -1.18501 1.10601 -3.13520
N -0.86066 1.35299 -1.87998
C -0.96156 2.61887 -1.38309
C -0.11529 0.58278 4.16478
H 0.31355 -2.60628 5.17687
H 0.76644 -2.85954 2.74148
H -0.32391 2.48494 2.55458
H -0.34930 4.28383 1.51135
H -1.05612 6.14419 0.11690
H -1.72586 5.82709 -2.23534
H -2.03863 4.20562 -4.17387
H -1.88232 1.86692 -5.01501
H -1.09048 0.08021 -3.46928
H -0.32903 1.56265 4.57290
C 3.52283 0.49027 4.83176
O 2.65017 1.19264 3.94037
C 3.12918 1.64496 2.79733
S 4.69136 1.59319 2.33364
S 1.94554 2.44341 1.78727
H 2.90422 0.25018 5.69200
H 4.36519 1.12025 5.11041
H 3.89178 -0.41655 4.35336
```

Computed properties:
* energy above the lowest of the compared OMol25 structures with the same formula, charge and spin: 0.0 kcal per mole
* LUMO level (alpha / beta): -0.51 / -1.08 eV
* <S²>: 3.782
* multiplicity: 4
* E_tot: -3088.1472 Ha
* frontier orbital gap (alpha / beta): 6.81 / 6.94 eV
* max |F|: 0.02254 Eh/bohr

Mulliken atomic charges, in units of e:
1 Re 0.9626
2 O -0.5363
3 C 0.1976
4 C -0.6678
5 C -0.5146
6 C -0.7028
7 C -0.9182
8 C 0.8623
9 C -0.0372
10 N 0.6694
11 N -0.9942
12 C 0.3095
13 O -0.6703
14 C 0.3927
15 C -0.3310
16 C -0.6426
17 C -0.3931
18 C -0.6910
19 C -0.3094
20 H 0.5175
21 H 0.4208
22 H 0.3935
23 H 0.3519
24 H 0.3836
25 H 0.4312
26 H 0.3941
27 H 0.3812
28 H 0.4023
29 H 0.4733
30 Cl -0.2355
31 C 0.0020
32 C -0.5616
33 C -0.6406
34 C 0.5673
35 O -0.7199
36 C -0.2608
37 C 0.2071
38 N -0.2062
39 C 1.0790
40 C -0.8398
41 C -1.1023
42 C -0.9674
43 C 0.7355
44 C -0.5484
45 C -0.9740
46 C 0.0344
47 N 0.3002
48 C 0.2229
49 C -0.9586
50 H 0.4489
51 H 0.4778
52 H 0.8344
53 H 0.4072
54 H 0.3935
55 H 0.4152
56 H 0.4514
57 H 0.4078
58 H 0.4915
59 H 0.4053
60 C -0.9366
61 O -0.1107
62 C 0.4281
63 S -0.2627
64 S -0.1161
65 H 0.2385
66 H 0.3784
67 H 0.3799

C32H23F5IrN4S3Se | the ωB97M-V functional and the def2-TZVPD basis

XYZ file:
```
69
C32H23F5IrN4S3Se the ωB97M-V functional and the def2-TZVPD basis
Ir 0.36842 -0.32045 -0.13277
C 0.20002 -3.95472 3.63409
S -1.15500 -2.76036 3.63496
C -0.78086 -1.80890 2.19542
S 0.85948 -1.44074 1.83092
N -1.84967 -1.42221 1.54911
N -1.53301 -0.65888 0.45855
C -2.46893 -0.12876 -0.24639
C -2.04576 0.56784 -1.45374
C -2.94020 1.14896 -2.33941
C -2.45588 1.75539 -3.48487
C -1.09232 1.75268 -3.72458
C -0.25237 1.14921 -2.80348
N -0.71153 0.59118 -1.68976
H 0.04601 -4.57565 4.51568
H 1.16643 -3.46278 3.70159
H 0.15706 -4.57361 2.73964
H -3.51124 -0.23714 0.02727
H -3.99878 1.11228 -2.12249
H -3.13620 2.22083 -4.18597
H -0.67264 2.20998 -4.60915
H 0.81817 1.10864 -2.93923
C 3.57415 7.32511 0.70324
C 2.73753 6.07372 0.71630
C 2.01518 5.69604 1.83709
C 1.22762 4.54822 1.86029
C 0.48168 4.21596 3.12385
C 1.14234 3.73847 0.71351
Se -0.09304 2.26265 0.77827
C 1.88221 4.10224 -0.42182
C 1.81967 3.31226 -1.69166
C 2.65915 5.25560 -0.40104
H 3.54414 7.82642 1.67092
H 3.21801 8.03022 -0.05133
H 4.61784 7.10182 0.47201
H 2.06162 6.31220 2.72994
H 0.78459 4.88511 3.93070
H 0.66519 3.18327 3.42130
H -0.59683 4.30525 2.98047
H 1.65181 2.26483 -1.47657
H 2.74513 3.40816 -2.26314
H 0.99979 3.67818 -2.31967
H 3.21290 5.52477 -1.29697
N 10.10262 1.86907 -0.94059
C 8.97704 1.64241 -0.86002
C 7.57374 1.35666 -0.77015
C 7.13665 0.04594 -0.57257
C 5.78579 -0.23183 -0.52384
C 4.83323 0.78844 -0.66803
C 5.28914 2.10104 -0.85992
C 6.63932 2.38320 -0.90994
C 3.44359 0.49210 -0.58391
C 2.26359 0.21275 -0.50299
H 7.86392 -0.74692 -0.45636
H 5.43808 -1.24497 -0.37371
H 4.56379 2.89770 -0.95679
H 6.98065 3.39991 -1.05502
F 2.22131 -6.96388 1.33938
C 1.85266 -5.88766 0.63374
C 2.65454 -4.76265 0.60379
F 3.82178 -4.76652 1.25966
C 2.25419 -3.64609 -0.10791
F 3.09984 -2.62179 -0.15560
C 1.02738 -3.58230 -0.76405
S 0.41286 -2.14486 -1.58014
C 0.27118 -4.75247 -0.75535
F -0.89243 -4.81236 -1.41231
C 0.66712 -5.89122 -0.07582
F -0.09442 -6.99429 -0.09054
```

Computed properties:
* energy above the lowest of the compared OMol25 structures with the same formula, charge and spin: 0.0 kcal per mole
* LUMO level: 1.36 eV
* E_tot: -5651.9709 Ha
* frontier orbital gap: 6.11 eV
* max |F|: 0.04169 Eh/bohr
* net charge: -1

Mulliken atomic charges, in units of e:
1 Ir 1.0170
2 C -0.6643
3 S -0.0628
4 C 0.5292
5 S -0.5640
6 N -1.5924
7 N 1.0824
8 C -0.6477
9 C 1.0158
10 C -0.9141
11 C -0.3105
12 C -1.0272
13 C -0.2751
14 N -0.1931
15 H 0.3697
16 H 0.3043
17 H 0.0773
18 H 0.3176
19 H 0.4683
20 H 0.4082
21 H 0.4440
22 H 0.8939
23 C -1.4246
24 C 0.5455
25 C -1.1070
26 C 0.9002
27 C -1.6207
28 C 0.0164
29 Se 0.0026
30 C 1.0277
31 C -0.2516
32 C -0.8960
33 H 0.3386
34 H 0.3172
35 H 0.3106
36 H 0.2287
37 H 0.3787
38 H 0.3212
39 H 0.3166
40 H -0.9944
41 H 0.2978
42 H 0.4898
43 H 0.3430
44 N -0.5615
45 C 0.0322
46 C 0.6406
47 C -0.7399
48 C -0.4377
49 C 0.2664
50 C -0.2062
51 C -0.7322
52 C 0.0116
53 C -0.6709
54 H 0.4331
55 H 0.5606
56 H 0.4303
57 H 0.4384
58 F -0.3427
59 C 0.5303
60 C 0.1181
61 F -0.3490
62 C -0.2718
63 F -0.1624
64 C 0.4834
65 S -0.5751
66 C 0.2909
67 F -0.3562
68 C 0.2838
69 F -0.3311